# 1
Entry from the OMol25 dataset: a cluster of 3 separate species, C29H36F2O4 in total (ωB97M-V/def2-TZVPD).

Geometry as XYZ:
```
71
C29H36F2O4 ωB97M-V/def2-TZVPD
C -0.622 5.244 -3.407
C -1.810 4.355 -2.891
C -2.016 4.436 -1.313
C -1.123 3.383 -0.563
C -1.751 1.911 -0.566
C -0.596 0.845 -0.702
C -0.987 -0.568 -0.100
C 0.347 -1.367 0.171
C 0.278 -2.903 -0.148
O -0.593 -3.245 -1.248
C 0.105 -3.931 -2.244
O 0.990 -3.354 -2.814
O -0.347 -5.202 -2.506
C 0.698 -6.088 -2.895
O 1.308 -6.748 -1.762
C 2.705 -6.762 -1.879
C 3.499 -7.963 -2.111
C 4.961 -7.836 -2.229
C 5.639 -6.532 -2.128
C 4.846 -5.332 -1.880
C 3.405 -5.479 -1.753
H 0.389 4.891 -3.049
H -0.762 6.330 -3.162
H -0.573 5.183 -4.531
H -1.711 3.285 -3.235
H -2.748 4.757 -3.376
H -3.109 4.380 -1.070
H -1.681 5.475 -1.025
H -0.948 3.686 0.507
H -0.129 3.358 -1.102
H -2.496 1.870 -1.407
H -2.335 1.830 0.390
H -0.355 0.769 -1.800
H 0.329 1.252 -0.207
H -1.565 -0.402 0.859
H -1.681 -1.043 -0.839
H 1.193 -0.871 -0.386
H 0.592 -1.234 1.263
H -0.150 -3.411 0.767
H 1.321 -3.311 -0.249
H 1.468 -5.644 -3.571
H 0.201 -6.914 -3.481
H 3.021 -8.963 -2.182
H 5.626 -8.712 -2.389
H 6.746 -6.425 -2.202
H 5.272 -4.306 -1.787
H 2.802 -4.568 -1.545
F -1.766 0.308 3.030
C -2.584 -0.612 3.577
C -3.510 -1.257 2.778
C -4.350 -2.209 3.341
C -4.260 -2.497 4.698
C -3.328 -1.838 5.491
C -2.480 -0.893 4.927
H -3.571 -1.013 1.725
H -5.074 -2.726 2.723
H -4.918 -3.237 5.138
H -3.261 -2.060 6.549
H -1.742 -0.376 5.527
F 1.800 8.185 -0.107
C 1.451 7.440 0.955
C 1.457 6.061 0.847
C 1.100 5.291 1.947
C 0.732 5.909 3.137
C 0.726 7.295 3.230
C 1.093 8.067 2.135
H 1.738 5.598 -0.091
H 1.108 4.210 1.876
H 0.450 5.307 3.993
H 0.436 7.776 4.157
H 1.102 9.148 2.192
```

Properties
DFT total energy = -1627.23451 Ha
frontier orbital gap = 0.360 hartree
multiplicity = 1
net charge = 0
E_HOMO = -9.03 eV
LUMO level = 0.76 eV

These are the Mulliken partial charges, in e, on atoms 1 to 2: -1.074, -0.402


# 2
Entry from the OMol25 dataset: a structure of composition C4H3FMnO5 (ωB97M-V/def2-TZVPD).

Geometry as XYZ:
```
14
C4H3FMnO5 ωB97M-V/def2-TZVPD
C -0.891 0.291 0.651
C 0.116 1.410 0.429
F -1.981 0.544 -0.126
H -1.229 0.252 1.694
H 0.167 1.697 -0.626
H -0.200 2.269 1.033
O 1.390 0.964 0.904
C 2.476 1.336 0.267
O 3.581 0.950 0.451
O -0.373 -0.981 0.411
Mn -0.835 -2.219 -2.677
O 0.316 -2.294 -1.128
O -1.843 -2.282 -0.823
C -0.697 -1.936 -0.459
```

Properties
DFT total energy = -1780.91026 Ha
frontier orbital gap (spin up / spin down) = 0.165 / 0.277 hartree
multiplicity = 7
net charge = +1
E_HOMO (spin up / spin down) = -11.75 / -14.85 eV
LUMO level (spin up / spin down) = -7.25 / -7.32 eV
⟨S²⟩ = 12.007

These are the Mulliken partial charges, in e, on atoms 1 to 2: 0.335, -0.482


# 3
Entry from the OMol25 dataset: a cluster of 2 separate species, C2H6N3O2 in total (ωB97M-V/def2-TZVPD).

Geometry as XYZ:
```
13
C2H6N3O2 ωB97M-V/def2-TZVPD
C -0.797 -0.469 0.972
C 1.643 -0.338 -0.561
N 1.506 0.472 -1.478
N -1.649 -0.594 1.905
N -0.986 0.354 -0.099
O -0.449 1.447 -0.144
O -1.416 -0.137 -1.136
H 1.550 -1.409 -0.950
H 1.936 -0.060 0.499
H 1.160 0.348 -2.438
H 1.377 1.457 -1.231
H -1.320 -1.016 2.795
H -2.557 -0.054 1.866
```

Properties
DFT total energy = -394.09552 Ha
frontier orbital gap = 0.362 hartree
multiplicity = 1
net charge = +1
E_HOMO = -14.49 eV
LUMO level = -4.63 eV

These are the Mulliken partial charges, in e, on atoms 1 to 2: -0.251, -0.198


# 4
Entry from the OMol25 dataset: a cluster of 11 separate species, C5H32N2O10 in total (ωB97M-V/def2-TZVPD).

Geometry as XYZ:
```
49
C5H32N2O10 ωB97M-V/def2-TZVPD
C 0.896 -1.980 -3.133
C 0.279 -2.555 -1.835
C -0.197 -1.492 -0.919
C 0.531 -1.075 0.125
N 0.040 -0.407 1.228
C -1.515 -0.798 -1.154
N 2.073 -1.171 -2.815
H 1.174 -2.835 -3.766
H 0.272 -1.352 -3.745
H -0.573 -3.144 -2.200
H 0.955 -3.333 -1.463
H 1.532 -1.431 0.308
H 0.754 0.139 1.650
H -0.804 0.198 1.090
H -2.087 -1.282 -1.937
H -1.467 0.271 -1.341
H -2.138 -0.846 -0.255
H 1.782 -0.232 -2.892
H 2.384 -1.240 -1.817
H -3.281 2.426 1.297
H -4.061 2.449 2.618
O -3.700 1.800 1.992
H -1.155 4.209 -2.387
H -0.251 4.475 -1.251
O -1.220 4.381 -1.439
H 0.290 -3.042 1.485
H -0.788 -3.171 2.559
O 0.043 -3.578 2.234
H -4.654 0.211 2.408
H -4.585 -1.251 1.574
O -4.638 -0.773 2.448
H 3.350 0.801 2.206
H 2.132 0.425 3.034
O 2.410 0.970 2.243
H -2.678 4.368 -0.218
H -3.729 3.466 -0.690
O -3.362 3.778 0.140
H 1.868 1.184 -0.252
H 3.211 0.982 -1.018
O 2.247 1.246 -1.143
H 2.726 -2.289 -0.307
H 3.656 -3.528 -0.615
O 3.386 -2.889 0.044
H 1.149 -1.831 3.635
H 0.543 -0.481 4.038
O 1.398 -0.947 3.957
H 1.995 3.073 -1.746
H 2.010 4.112 -0.521
O 1.798 3.992 -1.456
```

Properties
DFT total energy = -1071.56969 Ha
frontier orbital gap = 0.303 hartree
multiplicity = 1
net charge = 0
E_HOMO = -8.22 eV
LUMO level = 0.02 eV

These are the Mulliken partial charges, in e, on atoms 1 to 2: -0.726, -0.970


# 5
Entry from the OMol25 dataset: a cluster of 2 separate species, C4H13NOS in total (ωB97M-V/def2-TZVPD).

Geometry as XYZ:
```
20
C4H13NOS ωB97M-V/def2-TZVPD
C -2.055 -2.024 0.094
N -1.540 -0.652 0.362
C -0.745 -0.164 -0.830
C -0.767 1.365 -0.630
S -0.063 2.378 -1.986
C 0.659 -0.699 -0.938
H -3.103 -1.856 -0.172
H -1.258 -2.405 -0.525
H -2.279 -2.678 1.022
H -1.509 0.113 1.022
H -1.433 -0.438 -1.661
H -1.788 1.766 -0.563
H -0.046 1.615 0.209
H -0.293 1.348 -2.792
H 0.635 -1.768 -1.136
H 1.149 -0.135 -1.753
H 1.239 -0.568 0.030
H 4.019 1.570 2.747
H 5.071 1.617 3.790
O 4.107 1.614 3.708
```

Properties
DFT total energy = -688.30259 Ha
frontier orbital gap = 0.327 hartree
multiplicity = 1
net charge = 0
E_HOMO = -8.22 eV
LUMO level = 0.67 eV

These are the Mulliken partial charges, in e, on atoms 1 to 2: -0.687, -0.272


Table of M (g/mol), in record order: 486.6 205.0 104.1 280.3 123.2